{
  "formula": "C3H4N2",
  "method": "wB97M-V/def2-TZVPD",
  "max_force_ha_per_bohr": 0.0335,
  "smiles": "CC1=CN=N1",
  "orbital_gap_ev": 9.05,
  "mol_weight_g_mol": 68.08,
  "species": ["C", "C", "C", "N", "N", "H", "H", "H", "H"],
  "coordinates": [[-0.251, 0.120, 1.276], [-0.075, 0.049, -0.168], [0.681, -0.451, -1.150], [-0.085, 0.188, -2.206], [-0.901, 0.744, -1.462], [-0.218, 1.161, 1.602], [0.531, -0.444, 1.784], [-1.226, -0.281, 1.557], [1.545, -1.086, -1.234]],
  "atomic_forces_ev_per_a": [[-0.068, 0.040, 0.113], [-0.229, 0.313, -1.681], [0.094, -0.156, 1.201], [-0.313, 0.261, -0.863], [0.318, -0.299, 1.117], [0.022, 0.004, 0.055], [0.015, -0.014, 0.042], [-0.023, -0.026, 0.054], [0.184, -0.123, -0.038]]
}